{
  "formula": "C20H25I2N5NiO9P2",
  "method": "ωB97M-V/def2-TZVPD",
  "e_above_lowest_kcal_mol": 13.2,
  "orbital_gap_ev": [7.4, 7.3],
  "spin_multiplicity": 3,
  "elements": ["I", "I", "Ni", "P", "P", "O", "O", "O", "O", "O", "O", "O", "O", "O", "N", "N", "N", "N", "N", "C", "C", "C", "C", "C", "C", "C", "C", "C", "C", "C", "C", "C", "C", "C", "C", "C", "C", "C", "C", "H", "H", "H", "H", "H", "H", "H", "H", "H", "H", "H", "H", "H", "H", "H", "H", "H", "H", "H", "H", "H", "H", "H", "H", "H"],
  "coordinates": [[-3.39288, 0.35898, 7.13080], [-0.74380, 3.94347, 3.08994], [0.01493, -0.08134, 0.37599], [-2.48647, 2.24141, -1.59188], [-2.66876, -0.66170, -1.62166], [-0.61206, 1.23872, 1.64033], [-2.69141, -0.47482, -3.11324], [1.37870, -1.96140, -0.75689], [-3.65711, -1.87313, -1.21823], [-1.37940, -0.91187, -0.91168], [-3.26647, 3.60386, -1.28340], [-1.14701, 2.28356, -0.98417], [-2.61709, 2.09678, -3.15189], [-3.33924, 0.75871, 0.51332], [1.75266, -0.08474, 1.55094], [1.39086, 2.42342, -1.96386], [2.63216, -1.39184, -2.56082], [-0.42153, -1.69631, 1.55481], [1.35543, 0.21366, -1.37961], [3.64914, 0.95909, 2.53308], [-2.48383, 0.64350, 5.27237], [1.80696, 1.17091, -2.17890], [-1.42682, 2.05991, 3.67183], [-1.70830, -1.47512, 2.24450], [1.76466, -1.07880, -1.51472], [-1.71485, -0.27930, 3.16678], [-1.22372, 0.99479, 2.75406], [3.09051, -0.41901, -3.38545], [0.68928, -2.08268, 2.43014], [3.67617, -0.01792, 3.51895], [-2.31978, -0.42502, 4.40663], [1.76247, -1.01742, 2.49882], [2.73262, 0.86959, -3.22996], [-3.46408, 0.85274, -0.90065], [-2.03891, 1.90221, 4.89881], [2.66290, 0.88910, 1.56974], [2.99066, -2.79239, -2.75017], [-4.93125, 0.95844, -1.31146], [2.72016, -1.01667, 3.50500], [1.13969, -3.00680, 2.06306], [2.57330, 1.63518, 0.78879], [1.61511, 3.11470, -2.65822], [4.36573, 1.76801, 2.52056], [-5.47496, 0.11387, -0.88911], [3.09836, 1.63944, -3.89144], [2.17417, -3.33554, -3.22474], [-1.97361, -2.36172, 2.83094], [0.32537, -2.27350, 3.44231], [4.42705, 0.00950, 4.29795], [-2.45977, -1.35022, 1.46340], [2.69777, -1.78142, 4.27081], [3.18648, -3.24458, -1.78293], [-2.16119, 2.75223, 5.55617], [-3.18883, 1.62923, 0.90227], [0.49493, 2.52052, -1.46447], [3.88078, -2.84934, -3.37201], [-2.60793, 1.10150, -3.37260], [-5.36619, 1.87356, -0.90484], [3.75802, -0.74636, -4.17081], [-5.04745, 0.95354, -2.39594], [-0.55950, -2.38498, 0.82360], [-4.24830, -2.08832, -1.95065], [-2.68227, -1.40538, 4.69600], [-3.96054, 3.79151, -1.92876]],
  "forces_ev_per_a": [[0.0, 0.0, 0.0], [0.0, 0.0, 0.0], [0.2, -0.4, -0.3], [-0.1, 0.1, 0.1], [-0.2, -0.1, -0.1], [-0.4, 0.0, 0.0], [0.0, 0.0, 0.0], [0.1, 0.1, 0.0], [0.0, 0.0, -0.1], [0.1, 0.1, 0.2], [-0.1, -0.1, -0.1], [0.1, 0.1, -0.1], [0.0, -0.1, 0.0], [-0.2, 0.1, -0.1], [0.0, 0.0, 0.1], [0.0, -0.2, 0.0], [0.1, 0.0, 0.0], [-0.1, -0.1, 0.2], [0.0, 0.1, 0.1], [0.0, 0.0, 0.0], [0.0, 0.0, 0.0], [0.0, 0.0, 0.0], [0.0, -0.1, -0.1], [0.1, 0.1, 0.1], [-0.1, 0.0, -0.2], [0.0, 0.1, -0.1], [0.1, 0.1, 0.2], [0.0, 0.0, 0.0], [0.0, 0.1, 0.0], [0.0, 0.0, 0.0], [0.0, -0.1, 0.1], [0.0, 0.0, 0.0], [0.0, 0.1, 0.0], [0.1, 0.0, 0.0], [0.0, 0.0, 0.0], [0.0, 0.0, 0.0], [0.0, 0.0, 0.0], [0.0, 0.0, 0.0], [0.0, 0.0, 0.0], [0.0, 0.0, 0.0], [0.0, 0.0, 0.0], [0.0, 0.0, 0.0], [0.0, 0.0, 0.0], [0.0, 0.0, 0.0], [0.0, 0.0, 0.0], [0.0, 0.0, 0.0], [0.0, 0.0, 0.0], [0.0, 0.0, 0.0], [0.0, 0.0, 0.0], [0.0, 0.0, 0.0], [0.0, 0.0, 0.0], [0.0, 0.0, 0.0], [0.0, 0.0, 0.0], [0.1, 0.0, 0.0], [0.0, 0.1, 0.0], [0.0, 0.0, 0.0], [0.0, 0.0, 0.0], [0.0, 0.0, 0.0], [0.0, 0.0, 0.0], [0.0, 0.0, 0.0], [0.0, 0.0, 0.0], [0.1, 0.0, 0.0], [0.0, 0.0, 0.0], [0.1, 0.0, 0.1]]
}